The following is a quantum chemistry calculation of a cluster of 9 separate species, C68H67Cl2FN10O19 in total in a non-equilibrium geometry, from OMol25.

```
167
Properties=species:S:1:pos:R:3:forces:R:3:mulliken_charge:R:1
C 9.3855 4.9077 0.9214 -0.4 -0.3 0.4 -1.29
C 8.4814 3.8122 0.3813 0.3 0.2 -0.1 -0.18
O 8.8677 3.4527 -0.9629 -0.1 -0.3 -0.1 -0.68
C 7.8345 3.2893 -1.8444 0.6 0.3 0.5 0.57
C 7.3153 2.0284 -2.1303 0.0 0.0 0.1 -0.47
C 7.9919 0.8689 -1.4453 -0.9 -0.5 -0.1 -0.31
Cl 7.3067 0.6367 0.2079 0.0 0.1 0.1 -0.20
C 8.0224 -0.4828 -2.1844 0.3 0.3 0.1 0.04
C 8.3551 -0.3090 -3.6605 0.1 -0.4 0.0 -1.32
Cl 6.5778 -1.5143 -1.9551 -0.2 0.2 -0.2 -0.15
C 6.2575 1.9362 -3.0310 0.3 0.2 0.2 -0.51
C 5.7233 3.0549 -3.6798 -0.3 -0.4 -0.4 0.27
C 4.5794 2.9067 -4.6508 -0.1 -0.1 0.7 -1.49
C 3.3407 3.7649 -4.3516 0.0 -0.3 -0.4 -0.92
C 2.3087 3.1051 -3.4575 0.1 0.8 0.1 -0.88
C 2.6341 3.2444 -1.9705 -0.5 -0.6 -0.1 0.13
C 1.4501 3.7695 -1.1530 0.6 0.4 0.5 -0.94
N 1.5636 5.1751 -0.7612 -0.5 0.0 -0.1 -0.67
C 6.3027 4.2712 -3.3991 -0.2 -0.1 -0.3 0.53
C 7.3281 4.3853 -2.4938 0.3 0.3 0.2 1.05
C 7.7034 5.8206 -2.3788 0.0 -0.5 0.0 -0.15
O 8.5448 6.3367 -1.6993 0.3 0.4 0.5 -0.58
N 6.8534 6.5008 -3.2325 -0.5 0.5 0.1 0.17
C 6.4162 7.8520 -2.9113 0.5 -0.2 0.0 -0.90
C 5.7246 7.9293 -1.5799 0.2 0.1 0.2 -0.17
F 4.4121 7.5107 -1.6893 -0.3 -0.2 0.0 -0.29
C 6.0261 5.6271 -3.9459 0.3 -0.2 0.2 0.19
O 5.3081 5.9668 -4.8374 -0.5 0.2 -0.4 -0.59
H 9.8593 4.5596 1.8296 0.3 -0.1 0.2 0.40
H 10.1309 5.1975 0.2010 0.2 0.1 -0.3 0.31
H 8.7949 5.7662 1.2058 0.0 0.4 -0.1 0.27
H 7.4413 4.1140 0.3882 -0.3 0.1 -0.1 0.32
H 8.5495 2.9316 1.0034 0.0 -0.3 0.0 0.37
H 9.0171 1.1494 -1.2646 0.3 0.1 0.0 0.55
H 8.8098 -1.0581 -1.7251 0.2 -0.1 0.3 0.52
H 7.4943 -0.5408 -4.2667 -0.3 0.3 -0.3 0.33
H 8.7235 0.6850 -3.8745 0.0 0.3 -0.1 0.33
H 9.1203 -1.0127 -3.9554 0.2 -0.2 0.0 0.37
H 5.8536 0.9639 -3.2389 -0.3 -0.3 -0.1 0.40
H 4.2640 1.8779 -4.5763 -0.1 -0.5 -0.2 0.35
H 4.9217 3.0396 -5.6691 0.2 0.3 -0.2 0.57
H 3.5977 4.7022 -3.8842 0.2 0.3 0.0 0.43
H 2.8828 4.0196 -5.2996 -0.1 0.1 -0.3 0.41
H 1.3825 3.6494 -3.6170 -0.3 0.0 -0.2 0.55
H 2.1246 2.0802 -3.7367 0.0 -0.5 -0.1 0.22
H 3.4564 3.9369 -1.8296 0.3 0.1 0.0 0.06
H 2.9317 2.2781 -1.5729 0.3 -0.1 0.1 0.26
H 0.5285 3.6724 -1.7082 -0.3 -0.2 -0.1 0.48
H 1.3702 3.1991 -0.2346 -0.2 -0.2 0.2 0.33
H 2.4848 5.3678 -0.3978 0.1 0.1 0.0 0.26
H 1.4044 5.7766 -1.5579 0.2 0.1 0.0 0.28
H 5.7317 8.1799 -3.6806 0.0 0.1 -0.3 0.42
H 7.2818 8.4985 -2.8678 0.2 0.2 -0.2 0.42
H 5.7487 8.9545 -1.2309 -0.3 0.3 0.1 0.34
H 6.2117 7.3244 -0.8233 0.1 -0.2 0.1 0.18
O 3.0329 -1.7771 -5.6164 0.0 -0.1 -0.1 -0.63
N 2.7246 -1.6141 -4.4531 -0.1 0.3 0.1 1.09
O 3.2619 -0.8135 -3.7119 0.1 0.0 0.1 -0.58
C 1.6047 -2.3994 -3.9167 0.0 -0.1 0.2 -0.19
C 0.9522 -3.2814 -4.7568 -0.1 -0.1 -0.3 -0.15
C -0.1006 -4.0256 -4.2577 -0.1 0.0 0.1 -0.57
C -0.4822 -3.8865 -2.9310 0.2 0.3 0.0 -0.42
C 0.1892 -3.0016 -2.0965 0.0 0.0 -0.2 -0.83
C 1.2423 -2.2453 -2.5882 0.0 0.0 0.1 -0.22
H 1.2499 -3.3867 -5.7894 0.1 0.1 0.0 0.58
H -0.6256 -4.7191 -4.8994 0.0 0.0 0.0 0.49
H -1.2969 -4.4674 -2.5493 -0.1 -0.1 0.0 0.45
H -0.1074 -2.9004 -1.0624 0.0 0.1 0.0 0.43
H 1.7720 -1.5583 -1.9463 0.0 0.1 -0.1 0.53
O -2.5153 -6.5494 -3.4108 0.0 0.0 -0.1 -0.59
N -2.2942 -6.7860 -2.2402 0.0 0.0 0.0 1.05
O -1.2447 -6.5326 -1.6799 0.0 -0.2 0.1 -0.61
C -3.3633 -7.4141 -1.4505 -0.1 -0.1 0.0 0.15
C -4.5526 -7.7387 -2.0745 -0.1 0.0 -0.2 -0.45
C -5.5483 -8.3473 -1.3296 0.1 0.1 0.2 -0.07
C -5.3437 -8.6168 0.0166 0.0 0.0 0.0 -0.54
C -4.1432 -8.2743 0.6261 -0.1 0.0 -0.1 -0.43
C -3.1402 -7.6677 -0.1102 0.1 0.0 0.2 -0.43
H -4.7042 -7.5263 -3.1219 0.1 0.0 0.0 0.47
H -6.4771 -8.6103 -1.8001 -0.1 0.0 -0.1 0.22
H -6.1224 -9.0977 0.5934 0.0 0.0 0.0 0.40
H -3.9867 -8.4828 1.6751 0.0 0.0 0.0 0.38
H -2.2027 -7.3997 0.3523 0.1 0.0 -0.1 0.47
O -0.1504 -2.9239 5.7123 0.0 -0.1 -0.1 -0.61
N 0.1328 -1.7541 5.8661 0.0 -0.1 0.2 1.02
O -0.6657 -0.8927 6.1861 0.0 0.0 -0.1 -0.55
C 1.5402 -1.3607 5.6859 0.0 0.0 -0.1 -0.05
C 2.4631 -2.3243 5.3197 0.0 -0.2 0.0 -0.47
C 3.7823 -1.9446 5.1462 0.0 0.1 0.0 -0.43
C 4.1579 -0.6206 5.3450 0.0 0.0 0.0 -0.47
C 3.2147 0.3264 5.7182 0.1 -0.1 -0.1 -0.55
C 1.8906 -0.0421 5.8883 0.0 0.2 0.0 -0.17
H 2.1613 -3.3500 5.1728 -0.1 0.0 0.0 0.48
H 4.5186 -2.6807 4.8555 0.0 0.0 0.0 0.39
H 5.1905 -0.3281 5.2043 0.0 0.0 0.0 0.40
H 3.5050 1.3558 5.8706 0.0 0.0 0.0 0.44
H 1.1517 0.6899 6.1695 -0.1 -0.1 0.0 0.64
O -2.8325 0.5893 -1.7677 -0.1 0.0 -0.1 -0.62
N -2.2569 0.2384 -0.7606 0.0 0.1 0.1 1.10
O -1.1410 -0.2379 -0.7342 0.2 -0.1 0.0 -0.57
C -2.9576 0.4040 0.5258 0.0 -0.1 0.1 0.01
C -4.2313 0.9373 0.5196 -0.2 0.1 -0.1 -0.47
C -4.9014 1.0721 1.7226 0.0 0.0 0.1 -0.41
C -4.2973 0.6702 2.9057 0.0 0.0 0.0 -0.53
C -3.0146 0.1376 2.8944 0.0 0.1 -0.1 -0.41
C -2.3304 0.0055 1.6950 0.0 -0.1 0.1 -0.39
H -4.6943 1.2426 -0.4064 0.1 0.0 -0.1 0.47
H -5.9006 1.4843 1.7356 0.0 0.0 0.0 0.39
H -4.8307 0.7658 3.8424 0.0 0.0 0.0 0.44
H -2.5470 -0.1772 3.8181 0.0 0.0 0.0 0.51
H -1.3343 -0.4093 1.6725 0.0 0.0 -0.1 0.51
O -7.2019 -10.5683 -2.7922 -0.1 -0.1 0.0 -0.57
N -8.1304 -9.9222 -3.2369 0.0 -0.1 -0.1 0.96
O -8.0119 -9.0079 -4.0261 0.0 0.1 0.0 -0.59
C -9.4862 -10.2601 -2.7758 -0.1 0.0 0.0 0.17
C -9.6433 -11.2710 -1.8471 0.0 -0.1 0.1 -0.35
C -10.9196 -11.5714 -1.4015 -0.1 0.1 0.0 -0.44
C -12.0114 -10.8654 -1.8892 0.0 0.0 0.0 -0.42
C -11.8310 -9.8589 -2.8285 0.0 -0.1 0.1 -0.44
C -10.5586 -9.5490 -3.2787 -0.1 0.1 -0.1 -0.34
H -8.7879 -11.8141 -1.4755 0.1 0.0 -0.1 0.45
H -11.0618 -12.3557 -0.6718 0.0 0.0 0.0 0.37
H -13.0062 -11.1000 -1.5354 0.0 0.0 0.0 0.38
H -12.6819 -9.3122 -3.2091 0.0 0.0 0.0 0.37
H -10.4070 -8.7669 -4.0067 0.1 0.0 0.0 0.46
O -0.2046 2.2272 6.6935 0.1 0.1 0.1 -0.68
N -0.9590 3.0671 6.2429 -0.1 0.0 -0.1 1.08
O -0.6128 4.0368 5.6046 0.0 0.0 0.0 -0.63
C -2.3964 2.8810 6.4931 -0.1 0.0 0.0 -0.03
C -2.8080 1.7906 7.2351 0.0 -0.3 0.2 -0.06
C -4.1593 1.6273 7.4897 -0.1 0.1 -0.1 -0.65
C -5.0754 2.5470 6.9969 0.0 0.0 0.0 -0.52
C -4.6423 3.6306 6.2429 0.0 -0.1 0.1 -0.54
C -3.2914 3.8038 5.9861 -0.1 0.2 -0.1 -0.47
H -2.0960 1.0742 7.6173 0.1 0.1 -0.1 0.45
H -4.4977 0.7849 8.0761 0.0 0.0 0.0 0.46
H -6.1292 2.4196 7.2044 0.0 0.0 0.0 0.48
H -5.3568 4.3448 5.8584 0.0 0.0 0.0 0.52
H -2.9443 4.6443 5.4045 0.1 0.0 0.0 0.53
O -5.8808 3.7540 10.4942 0.1 -0.1 0.0 -0.60
N -5.6583 4.9306 10.6927 0.0 0.0 0.0 1.02
O -6.5047 5.7542 10.9707 0.0 0.0 0.0 -0.61
C -4.2656 5.3974 10.5829 0.1 0.0 0.0 0.06
C -3.2765 4.4992 10.2331 0.1 -0.3 -0.1 -0.27
C -1.9732 4.9522 10.1109 0.0 0.1 0.0 -0.42
C -1.6772 6.2887 10.3421 0.0 0.0 0.0 -0.54
C -2.6844 7.1743 10.7017 0.1 -0.1 0.0 -0.38
C -3.9907 6.7301 10.8238 0.0 0.2 0.0 -0.43
H -3.5028 3.4586 10.0535 -0.2 0.0 0.0 0.48
H -1.1893 4.2615 9.8319 0.0 0.0 0.0 0.45
H -0.6596 6.6409 10.2409 0.0 0.0 0.0 0.39
H -2.4531 8.2141 10.8844 0.0 0.0 0.0 0.38
H -4.7802 7.4120 11.0997 -0.1 -0.1 0.0 0.46
O -4.3989 -1.5485 -6.3441 0.0 0.0 0.1 -0.61
N -4.2378 -1.4788 -7.5437 0.0 0.0 0.0 1.03
O -5.1321 -1.5016 -8.3651 0.0 0.0 0.0 -0.62
C -2.8562 -1.3610 -8.0430 0.1 0.0 0.0 0.10
C -1.8135 -1.3662 -7.1369 0.1 0.0 0.2 -0.59
C -0.5167 -1.2762 -7.6165 0.0 0.0 -0.1 -0.23
C -0.2820 -1.1792 -8.9812 0.0 0.0 0.0 -0.68
C -1.3460 -1.1665 -9.8734 0.1 0.0 0.1 -0.33
C -2.6461 -1.2588 -9.4048 0.0 0.0 -0.2 -0.45
H -2.0044 -1.4418 -6.0765 -0.1 0.0 0.0 0.59
H 0.3137 -1.2843 -6.9235 0.0 0.0 0.0 0.53
H 0.7330 -1.1146 -9.3496 0.0 0.0 0.0 0.41
H -1.1633 -1.0882 -10.9358 0.0 0.0 0.0 0.37
H -3.4799 -1.2530 -10.0897 -0.1 0.0 0.1 0.46
```
Forces are in eV/Å.

The value obtained for the relative energy (zero: lowest compared OMol25 entry of this formula, charge and spin) is 0.00 kcal per mole. For the HOMO-LUMO gap, the calculation gives 7.906 eV. As for the structure (SMILES): CCOc1c([C@@H](Cl)[C@H](C)Cl)cc(CCCCCN)c2c1C(=O)N(CCF)C2=O.O=[N+]([O-])c1ccccc1.O=[N+]([O-])c1ccccc1.O=[N+]([O-])c1ccccc1.O=[N+]([O-])c1ccccc1.O=[N+]([O-])c1ccccc1.O=[N+]([O-])c1ccccc1.O=[N+]([O-])c1ccccc1.O=[N+]([O-])c1ccccc1. For the HOMO energy, the calculation gives -8.669 eV. The charge is 0. The electronic energy is -153148.028 eV. As for the LUMO energy: -0.8 eV.